Entry 1:
This record from the Open Molecules 2025 dataset describes 2 unconnected molecules or ions with the total composition C4H7Cl3N3O in a non-equilibrium geometry. The level of theory is the ωB97M-V functional and the def2-TZVPD basis.

DFT total energy, a.u.: -1776.32923
M, g/mol: 219.48
HOMO level, eV: -13.6324
Gap between HOMO and LUMO, eV: 8.7
Net charge: +1

Last column: natural (NBO) charge in e.
CARTESIAN COORDINATES (ANGSTROEM)
1 C 1.236 0.041 1.925  0.12
2 C -0.209 -0.538 0.313  0.79
3 C -2.175 -0.911 -1.067  -0.42
4 C 1.069 1.416 -2.202  -0.23
5 N 1.095 -0.329 0.555  -0.59
6 N 0.057 -0.500 2.501  -0.29
7 N -0.770 -0.636 -0.856  -0.53
8 O -0.885 -0.628 1.441  -0.29
9 Cl 0.835 2.648 -3.293  0.19
10 Cl 1.331 1.901 2.029  -0.11
11 Cl 2.703 1.184 -1.799  0.09
12 H 2.136 -0.336 2.410  0.25
13 H -2.294 -1.873 -1.566  0.23
14 H -2.698 -0.935 -0.115  0.24
15 H -2.604 -0.134 -1.698  0.23
16 H 1.746 -0.024 -0.168  0.45
17 H -0.373 0.031 3.255  0.41
18 H -0.201 -0.378 -1.666  0.45

Entry 2:
This record from the Open Molecules 2025 dataset describes a molecular structure, C29H23GeN3O2W in a non-equilibrium geometry. The level of theory is the ωB97M-V functional and the def2-TZVPD basis.

DFT total energy, a.u.: -3576.59951
M, g/mol: 701.97
HOMO level (spin up / spin down), eV: -16.6886 / -16.6708
⟨S²⟩: 0.7690
Gap between HOMO and LUMO (spin up / spin down), eV: 5.0 / 5.3
2S+1: 2
Net charge: +3

Last column: natural (NBO) charge in e.
CARTESIAN COORDINATES (ANGSTROEM)
1 W -0.173 -0.379 -1.154  1.33
2 O 0.478 3.471 -1.162  -0.39
3 C 0.626 2.360 -1.538  0.66
4 N -0.417 1.420 -1.885  -0.70
5 C -1.674 1.833 -2.433  0.64
6 O -2.003 2.954 -2.629  -0.39
7 C -2.469 0.611 -2.767  0.11
8 C -3.627 0.652 -3.499  -0.16
9 C -4.239 -0.556 -3.832  -0.05
10 C -3.661 -1.747 -3.417  -0.20
11 C -2.500 -1.715 -2.669  0.09
12 N -1.911 -0.548 -2.334  -0.51
13 C 1.923 1.620 -1.646  0.11
14 C 3.154 2.216 -1.725  -0.16
15 C 4.266 1.397 -1.933  -0.05
16 C 4.098 0.025 -2.039  -0.20
17 C 2.831 -0.514 -1.909  0.09
18 N 1.759 0.274 -1.713  -0.52
19 H -4.017 1.611 -3.815  0.29
20 H -5.147 -0.564 -4.422  0.28
21 H -4.096 -2.703 -3.672  0.28
22 H -2.026 -2.623 -2.324  0.23
23 H 3.232 3.293 -1.660  0.29
24 H 5.252 1.834 -2.031  0.28
25 H 4.937 -0.632 -2.222  0.28
26 H 2.655 -1.580 -1.972  0.23
27 C -2.726 1.657 0.856  -1.09
28 Ge -1.123 0.616 1.002  1.58
29 C -1.453 -1.349 0.833  -0.51
30 C -2.509 -1.738 1.687  -0.09
31 C -2.838 -3.075 1.840  -0.16
32 C -2.181 -4.074 1.119  -0.12
33 C -1.189 -3.730 0.214  -0.17
34 C -0.879 -2.380 0.102  -0.24
35 C 0.290 1.239 2.080  -0.57
36 C 0.039 2.344 2.872  -0.11
37 C 0.983 2.774 3.825  -0.21
38 C 2.148 2.077 3.988  -0.08
39 C 2.453 0.945 3.183  -0.08
40 C 3.664 0.227 3.340  -0.11
41 C 3.958 -0.846 2.545  -0.19
42 C 3.064 -1.235 1.523  -0.18
43 C 1.898 -0.542 1.376  -0.18
44 C 1.527 0.541 2.197  0.03
45 H -3.123 1.806 1.862  0.29
46 H -3.482 1.169 0.244  0.27
47 H -2.474 2.633 0.436  0.29
48 H -3.045 -1.003 2.275  0.23
49 H -3.619 -3.345 2.538  0.27
50 H -2.455 -5.111 1.259  0.27
51 H -0.679 -4.475 -0.381  0.26
52 H -0.003 -2.275 -0.611  0.15
53 H -0.894 2.890 2.793  0.23
54 H 0.769 3.639 4.436  0.26
55 H 2.863 2.385 4.741  0.25
56 H 4.359 0.542 4.108  0.25
57 H 4.877 -1.399 2.688  0.26
58 H 3.309 -2.074 0.885  0.23
59 H 1.218 -0.843 0.550  0.10

Entry 3:
This record from the Open Molecules 2025 dataset describes 2 unconnected molecules or ions with the total composition C5H12NO in a non-equilibrium geometry. The level of theory is the ωB97M-V functional and the def2-TZVPD basis.

DFT total energy, a.u.: -327.40774
M, g/mol: 102.16
HOMO level, eV: -14.5519
Gap between HOMO and LUMO, eV: 9.8
Net charge: +1

Last column: natural (NBO) charge in e.
CARTESIAN COORDINATES (ANGSTROEM)
1 C 1.479 -1.168 1.633  -0.60
2 C 0.558 0.072 1.529  -0.46
3 C 0.306 0.529 0.129  0.16
4 C 0.813 1.504 -0.595  -0.36
5 C -0.311 -0.931 -1.744  0.12
6 N -0.524 -0.472 -0.587  -0.39
7 H 2.373 -0.935 1.051  0.22
8 H 1.766 -1.252 2.675  0.25
9 H 1.057 -2.030 1.126  0.20
10 H -0.415 0.004 2.021  0.23
11 H 1.164 0.872 1.954  0.25
12 H 1.454 2.299 -0.247  0.25
13 H 0.549 1.632 -1.639  0.21
14 H -0.863 -1.757 -2.168  0.24
15 H 0.437 -0.420 -2.337  0.22
16 H -1.185 -0.876 0.068  0.45
17 H -3.591 0.784 -0.675  0.50
18 H -2.388 1.505 -1.248  0.48
19 O -2.677 0.639 -0.948  -0.97

Entry 4:
This record from the Open Molecules 2025 dataset describes a molecular structure, C3H7N2OS in a non-equilibrium geometry. The level of theory is the ωB97M-V functional and the def2-TZVPD basis.

DFT total energy, a.u.: -701.04964
M, g/mol: 119.17
HOMO level, eV: -13.6664
Gap between HOMO and LUMO, eV: 9.4
Net charge: +1

Last column: natural (NBO) charge in e.
CARTESIAN COORDINATES (ANGSTROEM)
1 C -1.002 1.043 0.103  0.17
2 C 0.614 -0.969 -0.028  -0.32
3 C -0.783 -1.492 0.335  -0.55
4 N 0.772 0.387 0.523  -0.02
5 N -1.110 2.302 0.096  -0.70
6 O 1.770 1.103 -0.026  -0.47
7 S -2.017 -0.200 -0.025  0.52
8 H 1.232 -1.605 0.558  0.26
9 H 0.967 -1.138 -1.117  0.21
10 H -1.122 -2.473 -0.096  0.29
11 H -0.906 -1.829 1.476  0.27
12 H -0.255 2.816 -0.049  0.45
13 H -1.995 2.704 0.360  0.44
14 H 2.087 0.409 -0.788  0.47

Per-record ΔE to the lowest compared entry with this formula, charge and spin, kcal/mol: 14.57; 24.45; 32.54; 109.88